Record 1
A cluster of 13 separate species, C28H88N6O13 in total at a distorted geometry. Source: the Open Molecules 2025 dataset; level of theory: ωB97M-V/def2-TZVPD.

Last column: Löwdin charge in e.
Atoms and positions in Å:
C (-1.330, -3.141, 0.777)  -0.087
C (-2.031, -2.146, -0.131)  -0.308
O (-3.062, -1.544, 0.677)  -0.076
H (-0.350, -3.408, 0.367)  -0.029
H (-1.857, -4.070, 0.992)  0.094
H (-0.961, -2.799, 1.746)  0.085
H (-2.531, -2.610, -0.986)  0.083
H (-1.402, -1.378, -0.585)  0.049
H (-3.462, -0.866, 0.123)  0.071
C (0.402, -0.355, -0.056)  -0.059
C (1.282, -0.473, 1.179)  -0.293
O (2.008, 0.750, 1.326)  -0.094
H (-0.170, -1.258, -0.268)  0.025
H (1.002, -0.131, -0.939)  0.068
H (-0.247, 0.517, 0.044)  0.092
H (1.942, -1.332, 1.032)  0.093
H (0.743, -0.749, 2.088)  0.074
H (2.222, 0.790, 2.268)  0.030
C (-3.379, 1.216, -5.886)  -0.062
C (-3.886, 0.392, -4.737)  -0.448
C (-3.291, 0.859, -3.405)  -0.164
O (-1.858, 0.849, -3.414)  -0.236
C (-1.290, -0.465, -3.508)  -0.066
N (-5.360, 0.428, -4.712)  0.032
H (-3.767, 0.938, -6.866)  0.081
H (-2.291, 1.241, -5.965)  0.062
H (-3.682, 2.253, -5.720)  0.088
H (-3.641, -0.665, -4.857)  0.122
H (-3.669, 0.366, -2.508)  0.122
H (-3.517, 1.924, -3.310)  0.132
H (-1.367, -1.000, -2.559)  0.056
H (-0.241, -0.328, -3.769)  0.098
H (-1.741, -1.099, -4.273)  0.084
H (-5.729, 0.240, -5.636)  0.067
H (-5.629, 1.396, -4.567)  0.067
C (-0.200, -3.057, 5.503)  -0.070
C (1.297, -3.392, 5.779)  -0.388
C (2.124, -2.542, 4.800)  -0.210
O (3.429, -3.074, 4.718)  -0.198
C (4.364, -2.294, 3.983)  -0.081
N (1.509, -3.108, 7.205)  0.022
H (-0.814, -3.396, 6.338)  0.067
H (-0.546, -3.585, 4.611)  0.064
H (-0.470, -2.012, 5.341)  0.072
H (1.499, -4.453, 5.642)  0.137
H (2.161, -1.478, 5.053)  0.117
H (1.644, -2.610, 3.819)  0.109
H (5.190, -2.875, 3.576)  0.087
H (4.684, -1.567, 4.732)  0.089
H (3.839, -1.861, 3.128)  0.080
H (0.816, -3.621, 7.732)  0.059
H (1.322, -2.136, 7.418)  0.067
C (-1.066, -3.726, -2.423)  -0.055
C (-0.473, -5.112, -2.279)  -0.368
C (0.776, -5.183, -3.217)  -0.183
O (0.360, -4.995, -4.574)  -0.195
C (1.388, -5.295, -5.508)  -0.096
N (-0.207, -5.423, -0.869)  0.035
H (-1.769, -3.463, -1.631)  0.026
H (-1.600, -3.672, -3.373)  0.097
H (-0.337, -2.915, -2.472)  0.089
H (-1.150, -5.890, -2.641)  0.140
H (1.283, -6.149, -3.144)  0.117
H (1.467, -4.383, -2.941)  0.109
H (2.089, -4.460, -5.580)  0.090
H (0.904, -5.232, -6.484)  0.089
H (1.840, -6.260, -5.279)  0.087
H (0.128, -6.378, -0.770)  0.098
H (-1.121, -5.606, -0.465)  0.092
C (-1.059, 0.560, 2.877)  -0.050
C (-2.392, 0.874, 3.519)  -0.401
C (-2.332, 2.134, 4.401)  -0.196
O (-1.336, 1.882, 5.374)  -0.216
C (-1.124, 2.871, 6.408)  -0.071
N (-3.393, 1.204, 2.505)  0.038
H (-0.705, 1.165, 2.041)  0.081
H (-0.943, -0.477, 2.553)  0.055
H (-0.259, 0.621, 3.619)  0.066
H (-2.752, 0.031, 4.114)  0.140
H (-3.305, 2.277, 4.881)  0.126
H (-2.040, 3.024, 3.842)  0.098
H (-0.476, 2.551, 7.224)  0.082
H (-2.075, 3.104, 6.892)  0.085
H (-0.686, 3.758, 5.948)  0.071
H (-3.553, 0.398, 1.911)  0.043
H (-4.291, 1.247, 2.976)  0.071
C (1.360, 4.099, 0.359)  -0.072
C (1.428, 4.870, 1.652)  -0.429
C (-0.008, 5.044, 2.300)  -0.210
O (0.052, 5.592, 3.588)  -0.193
C (-1.233, 5.920, 4.086)  -0.106
N (2.327, 4.296, 2.606)  0.051
H (0.857, 3.131, 0.413)  0.068
H (2.378, 3.926, 0.009)  0.078
H (0.756, 4.605, -0.395)  0.075
H (1.759, 5.897, 1.481)  0.134
H (-0.507, 4.069, 2.322)  0.111
H (-0.622, 5.595, 1.579)  0.123
H (-1.919, 5.073, 4.122)  0.066
H (-1.584, 6.751, 3.472)  0.093
H (-1.125, 6.251, 5.119)  0.088
H (2.109, 4.590, 3.551)  0.064
H (2.088, 3.311, 2.679)  0.045
C (1.926, 4.156, -3.432)  -0.045
C (0.616, 3.403, -3.712)  -0.420
C (0.600, 2.710, -5.059)  -0.177
O (0.968, 3.595, -6.128)  -0.190
C (0.999, 3.017, -7.392)  -0.140
N (0.402, 2.427, -2.657)  0.067
H (2.776, 3.484, -3.558)  0.086
H (1.896, 4.487, -2.394)  0.049
H (2.019, 5.044, -4.057)  0.077
H (-0.171, 4.154, -3.628)  0.141
H (-0.435, 2.480, -5.326)  0.108
H (1.255, 1.835, -5.076)  0.134
H (1.369, 3.676, -8.175)  0.086
H (0.039, 2.598, -7.713)  0.079
H (1.659, 2.143, -7.413)  0.084
H (-0.466, 1.933, -2.853)  0.036
H (1.119, 1.711, -2.661)  0.049
O (2.466, 1.207, 3.964)  -0.028
H (3.268, 1.183, 4.491)  0.071
H (1.775, 1.465, 4.581)  0.057
O (2.862, -2.876, -1.176)  -0.042
H (3.312, -3.662, -1.497)  0.056
H (2.111, -3.213, -0.673)  0.011
O (0.864, -3.654, 1.047)  -0.112
H (0.530, -4.145, 0.275)  0.002
H (0.979, -4.319, 1.730)  0.087
O (3.221, -0.912, -3.149)  -0.085
H (3.030, -0.206, -2.524)  -0.024
H (3.096, -1.723, -2.641)  -0.026
O (2.955, 1.332, -1.247)  -0.059
H (2.707, 2.259, -1.279)  0.010
H (2.635, 1.031, -0.384)  0.008

The value obtained for the calculated total energy is -2425.954283 Ha. The net charge is 0. For the maximum force, the calculation gives 5.52 eV/Å. Its relative energy (zero: lowest compared OMol25 entry of this formula, charge and spin) is 108.7 kcal per mole. As for the spin multiplicity: 1.

=====

Record 2
A structure of composition C3H4ClO3S at a distorted geometry. Source: the Open Molecules 2025 dataset; level of theory: ωB97M-V/def2-TZVPD.

Last column: Mulliken spin population.
Atoms and positions in Å:
C (0.427, 1.148, 0.506)  0.718
C (-0.932, -0.718, 0.271)  0.122
C (-0.665, 0.640, -0.318)  0.072
O (1.825, -1.558, 0.423)  0.144
O (2.331, -0.041, -1.535)  0.185
O (0.560, 2.082, 1.255)  0.412
S (2.195, -0.162, -0.069)  0.345
Cl (-2.228, 1.702, -0.442)  0.062
H (-1.489, -0.790, 1.289)  -0.013
H (-0.036, -1.324, 0.347)  -0.017
H (-1.537, -1.484, -0.415)  -0.020
H (-0.452, 0.505, -1.310)  -0.007

As for the expectation value of S²: 2.01. The value obtained for the calculated total energy is -1200.741416 Ha. The net charge is -1. For the maximum force, the calculation gives 4.91 eV/Å. Its relative energy (zero: lowest compared OMol25 entry of this formula, charge and spin) is 2.6 kcal per mole. As for the spin multiplicity: 3.